(1)
DFT (wB97M-V/def2-TZVPD) results for 9 unconnected molecules or ions with the total composition C35H73O20P in a non-equilibrium geometry.

The lowest unoccupied orbital energy is 0.17 eV. The value obtained for the energy relative to the best compared isomer or geometry (same formula, charge and spin) is 78.71 kcal/mol. The value obtained for the HOMO-LUMO gap is 10.2687 eV. Its SMILES is COP(=O)(OC)OC.CCOC(C)=O.CCOC(C)=O.CCOC(C)=O.CCOC(C)=O.CCOC(C)=O.CCOC(C)=O.CCOC(C)=O.CCOC(C)=O. As for the spin multiplicity: 1. As for the highest occupied orbital energy: -10.1 eV. As for the net charge: 0. The calculation puts the molar mass at 844.923 g/mol.

```
129
Properties=species:S:1:pos:R:3:forces:R:3:lowdin_charge:R:1
C 2.467 -9.310 8.205 0.54 0.46 0.95 -0.083
O 2.954 -8.393 7.194 -0.74 -0.33 -0.34 -0.239
P 2.049 -8.166 5.902 -1.22 2.32 -1.08 0.457
O 0.786 -7.387 6.105 1.44 -2.07 -0.01 -0.255
O 3.019 -7.252 4.920 -0.36 -1.56 1.26 -0.233
C 3.215 -5.895 5.364 0.06 0.38 0.32 -0.114
O 1.927 -9.663 5.274 0.15 2.50 -0.22 -0.202
C 3.158 -10.358 5.173 0.68 -1.74 0.66 -0.128
H 1.479 -9.764 8.129 -0.02 0.19 -1.02 0.096
H 2.389 -8.713 9.113 0.35 -0.17 0.12 0.091
H 3.228 -10.086 8.295 -0.15 0.02 0.18 0.089
H 2.715 -5.680 6.308 -0.35 -0.15 -0.16 0.078
H 2.856 -5.205 4.601 -0.08 -0.20 0.00 0.089
H 4.264 -5.675 5.567 0.19 -0.43 -0.35 0.084
H 3.020 -11.228 5.815 0.27 -0.13 0.14 0.088
H 4.038 -9.826 5.536 -0.23 0.30 -0.10 0.089
H 3.394 -10.789 4.200 -0.51 0.61 -0.35 0.093
O -9.619 -3.466 1.286 0.95 -0.34 -3.05 0.054
C -9.223 -3.788 0.152 0.45 0.42 2.81 -0.463
O -8.205 -3.141 -0.521 -1.06 -0.90 0.09 -0.035
C -7.515 -2.080 0.156 -0.46 0.25 0.36 -0.226
C -6.954 -1.059 -0.830 -0.03 -0.29 0.39 -0.062
C -9.619 -5.105 -0.495 -0.51 1.31 -0.33 0.015
H -6.677 -2.508 0.705 -0.13 -0.20 0.16 0.122
H -8.224 -1.675 0.878 0.16 0.26 -0.06 0.112
H -6.876 -0.092 -0.333 0.01 0.01 0.01 0.074
H -7.577 -0.933 -1.715 0.08 -0.13 0.03 0.079
H -5.942 -1.378 -1.081 -0.11 0.17 -0.46 0.071
H -9.060 -5.869 0.046 0.04 -0.12 -0.44 0.095
H -9.465 -5.039 -1.572 0.51 -0.45 0.13 0.081
H -10.688 -5.270 -0.364 0.10 0.00 0.35 0.085
O -0.669 0.399 -1.414 -0.31 -0.32 0.43 0.099
C -0.489 1.008 -0.389 0.93 0.58 -1.13 -0.549
O -0.549 0.511 0.841 0.11 0.15 0.38 0.007
C -0.783 -0.865 1.007 -1.05 -1.38 0.92 -0.236
C -1.568 -1.119 2.290 -0.20 -0.60 -0.05 -0.071
C -0.017 2.441 -0.375 -0.81 0.27 -0.04 0.018
H 0.131 -1.446 1.125 0.40 0.39 -0.43 0.126
H -1.362 -1.323 0.205 0.22 0.54 -0.40 0.118
H -1.974 -2.126 2.192 0.05 -0.21 0.06 0.073
H -2.455 -0.500 2.422 0.29 0.36 0.00 0.079
H -0.938 -1.154 3.179 -0.11 0.45 0.03 0.074
H -0.106 2.852 -1.381 0.40 -0.21 0.04 0.086
H 0.993 2.502 0.031 -0.06 0.04 -0.12 0.092
H -0.685 3.048 0.236 0.13 -0.06 0.32 0.085
O 3.170 5.189 -9.729 -0.29 -1.66 -0.07 0.078
C 3.166 3.977 -9.909 0.77 1.52 -0.37 -0.538
O 2.147 3.161 -9.684 -0.32 -1.10 -0.38 -0.024
C 0.860 3.667 -9.328 0.55 0.54 0.66 -0.215
C 0.864 4.002 -7.856 -0.61 -0.07 -0.22 -0.070
C 4.303 3.192 -10.566 -0.92 0.47 0.87 0.025
H 0.106 2.896 -9.486 0.35 -0.10 -0.49 0.123
H 0.674 4.546 -9.947 -0.19 0.00 0.05 0.124
H -0.134 4.408 -7.692 0.15 0.47 0.53 0.079
H 1.682 4.682 -7.616 -0.34 0.11 0.12 0.079
H 0.922 3.094 -7.257 0.22 -0.01 -0.03 0.080
H 4.534 2.319 -9.956 0.15 0.08 -0.02 0.084
H 5.153 3.865 -10.676 -0.10 -0.33 -0.33 0.086
H 3.828 2.823 -11.474 0.59 0.08 -0.32 0.089
O -4.232 3.560 9.850 -1.96 -2.13 -0.27 0.055
C -4.806 2.478 9.627 3.37 1.54 -0.46 -0.514
O -5.977 2.107 10.085 -0.14 -0.29 -0.47 -0.005
C -6.782 3.098 10.710 -1.64 -0.61 0.61 -0.197
C -8.146 2.403 10.939 -0.35 0.33 0.52 -0.068
C -4.078 1.418 8.761 -0.75 0.28 0.71 0.020
H -6.887 3.972 10.067 0.23 -0.01 0.10 0.126
H -6.342 3.354 11.674 0.06 0.26 -0.15 0.126
H -8.878 3.010 11.472 0.32 0.65 0.05 0.070
H -8.072 1.545 11.607 0.42 -0.23 -0.28 0.073
H -8.704 2.112 10.049 0.57 -0.12 -0.30 0.074
H -3.140 1.143 9.245 0.00 0.25 0.01 0.082
H -3.857 1.885 7.802 -0.01 -0.12 0.05 0.083
H -4.655 0.501 8.639 -0.12 0.18 -0.12 0.075
O -0.027 9.303 4.029 -0.63 -0.88 -0.28 0.088
C -0.623 9.689 3.042 3.42 2.04 1.21 -0.610
O -1.826 9.454 2.711 -2.36 -1.22 -1.48 0.024
C -2.542 8.450 3.408 -1.17 0.27 1.11 -0.204
C -3.074 9.051 4.691 -0.08 0.09 0.67 -0.072
C -0.002 10.756 2.172 0.57 -0.86 -0.02 0.023
H -1.948 7.574 3.670 0.26 0.12 -0.46 0.128
H -3.394 8.201 2.775 0.31 -0.24 -0.18 0.123
H -3.738 9.903 4.545 -0.08 -0.09 -0.35 0.080
H -2.260 9.414 5.318 0.07 -0.21 -0.01 0.076
H -3.624 8.293 5.249 -0.02 -0.01 0.06 0.080
H 1.024 10.820 2.534 -0.19 0.67 0.06 0.086
H -0.613 11.652 2.283 0.36 0.13 -0.23 0.093
H 0.087 10.427 1.137 -0.46 0.19 -0.11 0.084
O -2.369 -2.560 -7.549 -1.37 0.00 2.15 0.053
C -3.166 -2.375 -6.616 1.54 -0.81 -2.59 -0.500
O -3.309 -3.198 -5.561 -1.04 0.67 -0.18 -0.032
C -2.571 -4.433 -5.407 0.22 0.68 -0.64 -0.206
C -2.237 -4.484 -3.939 0.72 -0.42 -0.27 -0.068
C -4.080 -1.168 -6.622 0.26 -0.65 0.69 0.017
H -1.753 -4.351 -6.123 0.39 -0.27 0.39 0.115
H -3.180 -5.285 -5.712 -0.30 0.19 -0.05 0.122
H -3.159 -4.569 -3.363 0.16 0.36 0.13 0.081
H -1.618 -3.620 -3.696 -0.40 0.16 0.30 0.083
H -1.617 -5.348 -3.697 -0.08 -0.22 -0.13 0.076
H -3.511 -0.400 -6.098 -0.28 0.25 0.06 0.090
H -4.993 -1.409 -6.078 0.03 0.27 0.00 0.082
H -4.290 -0.835 -7.638 0.16 -0.21 0.14 0.088
O 6.789 -0.678 -0.217 -1.82 -2.25 1.68 0.058
C 6.250 -1.438 0.617 2.09 2.86 -1.40 -0.496
O 5.681 -2.607 0.351 -0.35 -0.78 0.90 -0.006
C 5.297 -3.003 -0.960 -0.06 0.34 -1.66 -0.227
C 4.609 -4.348 -1.012 -0.74 -0.22 0.46 -0.073
C 6.300 -1.121 2.117 0.33 -0.67 -0.24 0.014
H 6.135 -3.059 -1.655 0.31 0.56 0.30 0.125
H 4.579 -2.255 -1.297 0.26 0.16 -0.34 0.127
H 5.150 -5.105 -0.443 -0.37 0.07 0.36 0.082
H 4.458 -4.798 -1.993 0.79 0.56 -0.49 0.078
H 3.560 -4.203 -0.757 0.07 -0.40 0.99 0.073
H 5.341 -0.825 2.541 -0.09 -0.20 -0.22 0.083
H 7.034 -0.356 2.371 -0.13 0.10 -0.56 0.083
H 6.653 -2.030 2.604 -0.30 -0.10 0.22 0.080
O 10.661 2.768 -6.394 -2.60 0.82 -1.24 0.078
C 9.756 3.107 -7.162 1.19 -1.30 -0.18 -0.471
O 8.399 2.997 -6.963 1.55 0.21 0.32 -0.011
C 8.016 2.554 -5.680 -0.11 -1.56 1.77 -0.267
C 6.615 2.983 -5.341 -0.43 0.81 -0.48 -0.069
C 10.002 3.672 -8.558 -0.11 0.27 0.93 0.015
H 8.785 2.701 -4.922 -0.01 1.19 -0.08 0.119
H 8.004 1.469 -5.578 -0.04 -0.48 -1.00 0.121
H 6.183 2.473 -4.479 0.35 -0.11 0.01 0.081
H 5.986 2.756 -6.202 -0.13 -0.15 -0.02 0.074
H 6.497 4.056 -5.187 0.21 0.09 0.11 0.075
H 9.348 4.544 -8.579 0.40 0.37 -0.34 0.084
H 9.696 3.064 -9.408 -0.03 -0.41 0.40 0.085
H 11.068 3.892 -8.614 -0.25 0.25 -0.19 0.086
```
Forces are in eV/Å.



(2)
DFT (wB97M-V/def2-TZVPD) results for a molecular structure, C37H38BClFHfN8O2 in a non-equilibrium geometry.

The lowest unoccupied orbital energy is -3.03 eV. The value obtained for the energy relative to the best compared isomer or geometry (same formula, charge and spin) is 0.68 kcal/mol. The value obtained for the HOMO-LUMO gap is 7.6921 eV. As for the spin multiplicity: 1. As for the highest occupied orbital energy: -10.7 eV. As for the net charge: +1. The calculation puts the molar mass at 870.518 g/mol.

```
89
Properties=species:S:1:pos:R:3:forces:R:3:lowdin_charge:R:1
Hf -0.083 -0.064 0.274 0.34 1.21 -0.31 1.814
C -1.812 -2.964 -1.305 0.01 -0.05 -0.03 -0.017
C -0.323 -2.948 -1.289 -0.02 0.26 0.01 -0.311
C 0.511 -4.016 -1.553 0.04 -0.14 -0.04 0.038
C 1.803 -3.553 -1.365 0.19 -0.03 -0.02 -0.255
C 3.087 -4.300 -1.514 -0.06 -0.05 0.00 0.003
N 1.742 -2.265 -1.016 -0.17 0.27 0.10 0.030
N 0.421 -1.862 -0.974 0.02 -0.21 0.02 -0.031
B 2.938 -1.320 -0.681 0.04 -0.12 0.01 -0.508
N 2.912 -0.129 -1.627 0.04 0.07 0.15 0.014
N 1.888 0.769 -1.590 -0.03 -0.22 -0.04 0.046
C 2.168 1.668 -2.548 -0.07 0.14 0.03 -0.314
C 1.345 2.874 -2.891 0.06 0.06 0.00 -0.013
C 3.375 1.349 -3.174 -0.02 -0.07 -0.10 0.022
C 3.815 0.191 -2.570 0.01 -0.05 0.04 -0.254
C 5.037 -0.622 -2.849 0.00 0.07 -0.05 -0.008
N 2.890 -0.834 0.796 -0.05 -0.01 -0.11 0.042
N 1.912 0.001 1.262 0.21 -0.22 0.17 -0.054
C 2.177 0.237 2.557 -0.18 0.12 -0.07 -0.317
C 1.284 1.076 3.411 0.02 0.03 0.03 -0.014
C 3.340 -0.419 2.918 0.09 -0.07 0.08 0.044
C 3.758 -1.096 1.784 0.13 -0.08 -0.14 -0.245
C 4.951 -1.975 1.607 -0.01 0.01 0.08 0.000
H -2.151 -3.910 -1.721 0.00 0.00 0.00 0.090
H -2.227 -2.152 -1.900 -0.01 0.00 0.01 0.066
H -2.207 -2.865 -0.294 0.00 0.00 0.01 0.082
H 0.216 -5.011 -1.843 0.01 0.01 0.00 0.124
H 2.875 -5.321 -1.825 0.00 0.00 0.00 0.090
H 3.638 -4.335 -0.574 -0.01 0.00 0.01 0.082
H 3.734 -3.839 -2.259 -0.01 0.00 -0.01 0.082
H 3.944 -1.939 -0.831 -0.07 0.02 0.02 0.110
H 1.237 3.565 -2.052 -0.01 -0.03 -0.02 0.078
H 0.349 2.625 -3.253 0.06 -0.02 -0.02 0.066
H 1.850 3.421 -3.684 0.03 0.00 0.02 0.088
H 3.852 1.891 -3.974 -0.01 -0.01 0.01 0.117
H 5.576 -0.186 -3.688 0.00 0.01 0.01 0.087
H 4.788 -1.651 -3.106 -0.03 0.01 -0.01 0.078
H 5.709 -0.649 -1.990 -0.01 0.02 0.01 0.086
H 0.258 1.108 3.045 0.01 -0.03 -0.05 0.051
H 1.664 2.099 3.480 0.01 0.00 0.02 0.087
H 1.252 0.670 4.420 0.01 0.01 0.00 0.097
H 3.814 -0.423 3.885 0.00 0.00 -0.01 0.125
H 5.501 -2.031 2.544 0.00 0.00 0.00 0.089
H 5.621 -1.595 0.836 -0.01 0.02 0.00 0.087
H 4.659 -2.986 1.324 -0.01 0.00 0.00 0.082
N 0.468 2.430 0.430 -0.02 -0.31 -0.34 0.064
C -0.615 3.201 -0.100 0.13 -0.21 0.09 -0.255
C -1.013 4.407 0.384 -0.08 0.19 -0.02 0.006
C -2.098 5.096 -0.218 0.08 -0.06 0.03 -0.045
C -2.741 4.581 -1.305 0.06 -0.05 0.02 -0.012
C -2.346 3.317 -1.820 -0.18 0.13 -0.13 -0.137
C -2.925 2.710 -2.959 -0.06 0.12 0.00 0.026
C -2.479 1.493 -3.386 0.10 -0.10 0.04 -0.014
C -1.494 0.831 -2.630 -0.07 0.03 -0.06 -0.112
N -0.941 1.360 -1.565 -0.30 -0.12 0.28 0.011
C -1.318 2.616 -1.183 0.25 -0.22 0.09 -0.203
H 1.196 2.277 -0.273 0.04 0.14 0.07 0.061
H 0.894 2.869 1.236 -0.09 -0.10 0.10 0.108
H -0.487 4.857 1.217 -0.02 0.01 -0.01 0.123
H -2.393 6.057 0.181 0.00 -0.01 0.01 0.114
H -3.545 5.122 -1.785 0.00 -0.01 -0.01 0.122
H -3.718 3.227 -3.488 0.01 0.00 0.00 0.130
H -2.891 1.015 -4.264 0.00 0.00 0.00 0.117
H -1.166 -0.168 -2.898 -0.02 0.01 -0.01 0.119
Cl -8.178 2.287 1.564 0.03 -0.03 -0.02 0.706
C -6.552 1.744 1.342 -0.10 0.03 0.02 -0.653
C -5.533 2.374 2.043 0.09 -0.02 0.00 -0.083
C -4.231 1.943 1.864 -0.08 0.06 0.03 0.005
C -3.962 0.894 0.991 0.04 -0.01 -0.01 -0.134
C -4.993 0.269 0.295 -0.08 0.01 0.01 0.008
C -6.298 0.693 0.470 0.04 -0.01 -0.01 -0.080
C -2.575 0.471 0.773 0.20 -0.13 -0.16 -0.564
O -2.266 -0.416 -0.080 -0.33 -0.07 0.19 -0.110
O -1.606 1.027 1.399 -0.16 -0.08 -0.13 -0.139
H -5.767 3.186 2.717 0.00 0.00 0.00 0.112
H -3.417 2.419 2.394 0.00 -0.01 0.00 0.125
H -4.764 -0.547 -0.377 0.00 0.00 0.00 0.125
H -7.115 0.222 -0.057 0.00 0.00 0.01 0.112
F -0.772 -4.446 4.936 0.00 0.01 -0.01 0.062
C -0.660 -3.514 3.970 0.00 -0.06 0.05 -0.287
C 0.287 -3.683 2.982 -0.02 0.05 -0.01 -0.004
C 0.385 -2.711 1.995 0.02 0.01 0.00 -0.121
C -0.433 -1.567 1.946 0.02 -0.20 0.15 -0.245
C -1.364 -1.464 2.990 -0.05 0.02 -0.02 -0.113
C -1.491 -2.416 3.995 -0.01 0.04 -0.03 -0.007
H 0.927 -4.556 2.994 0.00 0.01 -0.01 0.119
H 1.146 -2.872 1.240 0.00 -0.01 -0.01 0.078
H -2.023 -0.605 3.054 0.00 -0.01 -0.01 0.089
H -2.221 -2.314 4.788 0.01 0.01 0.00 0.120
```
Forces are in eV/Å.